Record 1
# C35H47BiN9O4S

A molecular structure, C35H47BiN9O4S (ωB97M-V with the def2-TZVPD basis set, the Open Molecules 2025 dataset).

Output
- Energy relative to the best compared isomer or geometry (same formula, charge and spin): 22.6 kJ/mol
- Maximum force: 1.20 eV/Å
- Kohn-Sham gap: 0.27365 Ha
- E_HOMO: -15.2305 eV
- Net charge: +3
- E: -2767.73901 a.u.

Geometry (Å):
C1 -3.28987 -0.52221 -2.06197
H1 -3.26407 -4.30961 1.19317
H2 -5.34666 -1.80493 1.47467
H3 -4.47056 3.99537 4.18895
C2 3.04119 4.64346 -1.56012
H4 -1.64088 -3.90527 1.69672
C3 -2.44508 -3.61303 1.02050
C4 -2.34856 1.54991 3.26578
H5 4.81104 -1.66072 3.47982
C5 2.10519 5.63093 -1.81211
H6 1.85041 -3.27866 -1.88251
H7 -4.01260 4.62212 1.80981
C6 -2.18284 4.74713 -1.58329
C7 0.75146 5.32067 -1.86468
C8 1.89921 -1.28480 -0.18054
H8 2.48446 -0.41143 -4.27041
H9 -1.00432 -2.18824 -1.58160
H10 -4.66422 -2.54930 0.04269
C9 -0.19145 -0.56553 5.26355
N1 3.25656 -3.34965 -5.30518
C10 -3.58572 3.73215 2.24907
H11 4.09394 4.88870 -1.52732
C11 2.61726 3.33404 -1.37512
H12 3.30717 2.08932 2.06445
H13 1.09628 -1.85333 1.60553
C12 1.61664 -0.52253 3.41597
H14 3.89472 -4.10602 -5.12413
Bi1 -1.20629 -0.27117 0.41954
H15 0.13775 -2.04568 3.71273
N2 -2.17606 1.82298 1.97121
C13 -4.61277 -0.35647 0.07647
C14 -1.15148 3.60981 -1.73617
H16 -2.46568 0.01689 -2.53538
H17 2.45604 -0.99299 -5.90276
H18 3.88113 -4.38507 -2.98956
H19 3.76013 -1.41185 -2.81330
H20 -1.01955 -4.14068 -0.51686
N3 -1.88526 -2.31824 -1.09159
C15 -3.82069 3.39023 3.57161
C16 -2.98019 -2.01004 -2.03783
O1 2.16121 -0.58955 -2.44355
C17 3.97964 -0.99519 3.28892
H21 -1.31685 3.06923 -2.67003
H22 -3.35898 1.03303 -0.76378
C18 1.26785 3.02550 -1.43005
H23 2.27555 -0.42228 0.37858
H24 -3.24168 2.03322 5.15388
S1 -2.98982 -2.01317 1.66301
N4 2.71401 -1.13254 -4.94068
H25 -3.86366 -2.57377 -1.74907
H26 3.87522 -1.60937 -0.79444
H27 1.02878 1.42036 2.68523
C19 3.25902 -2.26921 -4.51672
H28 2.78028 -4.35653 -0.83793
C20 -2.74058 2.92769 1.49046
H29 -4.19454 -0.34846 -2.65040
H30 -2.72325 -2.33586 -3.04759
H31 0.06105 6.12146 -2.08499
C21 -3.15612 2.29627 4.10906
O2 0.09645 -0.54085 -1.59263
N5 0.79354 -1.84479 0.63460
C22 1.36809 -0.74542 -1.52678
C23 3.13737 1.11149 2.49621
N6 -3.42317 0.01949 -0.69825
C24 3.07145 -2.23150 -0.39896
C25 2.69165 -1.38126 3.63538
H32 -5.51098 -0.33643 -0.54931
C26 -1.44566 0.49546 3.76367
N7 -1.48797 2.69984 -0.59973
H33 0.94491 1.99820 -1.31701
H34 2.52704 -2.35221 4.09099
H35 2.92222 -3.27273 -6.25205
H36 -2.99151 4.69817 -2.30997
N8 3.80455 -2.29778 -3.30525
C27 2.80913 -3.40118 -1.36387
O3 -2.75162 4.52838 -0.26319
O4 -1.19958 0.46343 5.05806
H37 -1.76172 5.74353 -1.58029
H38 0.59530 -2.80440 0.36249
C28 1.84734 0.72627 2.84132
H39 -4.74447 0.40230 0.84940
H40 -0.65875 -1.38009 5.81217
H41 2.42329 6.65189 -1.97359
H42 3.42518 -2.59456 0.56845
C29 4.20403 0.25093 2.71721
C30 3.91002 -3.45735 -2.42311
H43 0.61519 -0.13525 5.85039
H44 4.88473 -3.41231 -1.93660
C31 -2.29973 3.34840 0.13857
H45 -2.67589 -4.26587 -1.02967
C32 0.31591 4.01642 -1.66100
H46 5.20988 0.55515 2.46106
C33 -1.98601 -3.63795 -0.46518
C34 0.22457 -0.96128 3.82479
N9 -0.79640 -0.29191 2.99375
H47 3.34139 2.54814 -1.20539
C35 -4.54267 -1.72949 0.74353

Forces on atoms 1 to 2 (eV/Å):
0.048 -0.086 -0.038
0.023 -0.032 0.011


Record 2
# C41H45As3LiN3O14Se2

A molecular structure, C41H45As3LiN3O14Se2 (ωB97M-V with the def2-TZVPD basis set, the Open Molecules 2025 dataset).

Output
- Maximum force: 0.51 eV/Å
- Kohn-Sham gap: 0.20148 Ha
- E_HOMO: -1.7119 eV
- Net charge: -2
- E: -14324.57516 a.u.

Geometry (Å):
C1 5.36871 2.77706 -1.80518
O1 -4.65978 -5.26076 2.35441
H1 3.89899 1.29651 -1.25089
C2 1.42063 2.01292 4.02663
C3 -2.19461 -6.46899 0.21350
O2 -2.12585 0.40752 -0.52870
C4 0.20371 2.17075 -6.28280
Se1 -0.01911 1.57822 1.49399
C5 1.03293 -1.87246 -5.23398
H2 2.15222 -2.62770 -6.89790
H3 -3.65739 -1.10088 2.46552
C6 -1.84073 -1.96596 6.77617
C7 -1.69722 0.67912 -6.11338
H4 -1.72917 -5.25457 5.45678
H5 -3.18883 -4.55481 4.73071
C8 0.89069 -0.84420 -4.31800
H6 2.09098 -2.04887 3.35219
O3 -1.02811 1.94314 -3.01126
H7 -1.86420 5.40263 -4.39668
H8 2.41915 3.44273 2.75487
H9 3.14685 0.70438 3.80100
H10 3.46694 -3.16352 3.09483
H11 0.71462 2.69341 5.95406
C9 -3.61962 -5.33829 1.75178
C10 2.37867 -3.06629 3.08596
C11 -3.75386 -3.14597 -0.08329
C12 -2.33408 -5.20221 4.55303
C13 -1.26394 5.32909 -2.38177
H12 3.43002 1.15397 -5.36593
C14 3.24995 2.51178 -2.89236
C15 4.74974 4.23273 -3.62279
H13 0.35390 -2.71293 -5.19954
H14 -4.50848 -0.62223 -1.79179
H15 -5.94884 -1.41621 -1.08522
Se2 2.22944 0.90493 1.50947
H16 -2.08795 -7.49614 -0.12965
H17 6.60623 4.35592 -2.55845
As1 -1.15276 -4.54211 3.12282
H18 -2.24421 -0.20757 3.11876
C16 0.23214 3.54968 -1.62968
C17 0.06661 2.86526 -2.95616
H19 0.86053 3.09673 -0.87258
H20 -3.14803 2.88394 -3.49519
O4 -0.57389 -0.76540 4.77866
H21 -2.45200 -5.81721 -0.62090
H22 0.44120 0.95998 5.63866
O5 -3.27325 -6.49858 1.15750
C18 0.04624 2.19699 3.36369
C19 -0.59031 -2.74139 3.47226
H23 3.40632 2.78634 5.28353
C20 2.91687 -0.74482 -6.22224
C21 -4.91376 -1.55447 -1.40384
H24 1.65807 4.13892 4.20001
O6 1.24415 0.73610 -1.60880
H25 -1.84503 6.19660 -2.09662
H26 0.12063 -0.90198 -3.55873
As2 -1.57271 -1.61181 1.20169
C22 4.15843 2.10839 -1.92170
C23 -0.82626 -1.97653 4.60376
C24 -1.27532 4.89695 -3.64104
O7 2.33106 1.52448 6.29587
As3 1.58234 1.57542 -3.00974
H27 -4.86427 -2.34920 -2.14663
C25 -0.93308 1.73753 -5.59541
C26 1.14471 1.78565 5.52284
C27 -2.59844 -4.24048 1.77683
C28 2.04480 -1.82173 -6.18334
H28 -2.67193 -6.20252 4.27845
C29 -1.41665 2.49287 -4.42970
O8 1.95878 -3.37960 1.77201
N1 -2.81875 2.68246 -4.43225
H29 6.07666 2.47800 -1.04318
H30 -1.46130 -2.43615 7.68757
C30 1.75472 0.24233 -4.37688
O9 -4.23038 -4.09774 -0.66305
O10 -1.45421 -0.90390 -0.41398
H31 -1.26503 -6.13779 0.67661
O11 0.63575 -2.84689 0.07373
H32 -2.93588 -1.98975 6.80115
C31 2.11594 0.77977 3.44721
H33 2.82591 3.86804 -4.50878
C32 0.80306 -2.79635 1.29345
C33 -2.67076 -3.20819 0.93024
H34 1.94086 -3.75109 3.81790
C34 -0.50402 3.70427 -4.10331
H35 -1.49994 -0.93177 6.72869
C35 2.24573 3.28880 3.82204
N2 1.15008 2.60715 -6.79895
C36 5.66177 3.83478 -2.65457
C37 -0.09083 -2.16726 2.20473
H36 2.63343 0.64480 6.04371
H37 4.98213 5.05835 -4.28290
O12 3.52013 3.25694 4.44392
Li1 -0.60245 0.59092 -1.41939
C38 3.53556 3.57226 -3.74322
C39 2.76983 0.29754 -5.31931
H38 -0.33625 5.13497 -0.39638
C40 -2.77706 -0.50999 2.21830
O13 -1.37724 -2.70188 5.67063
C41 -0.42861 4.67771 -1.37414
N3 -2.35328 -0.17419 -6.54351
H39 3.70432 -0.70640 -6.96372
H40 -0.69809 1.59392 3.88341
H41 0.15772 3.98284 -4.92533
H42 -0.24816 3.24746 3.38580
O14 -4.11350 -1.87542 -0.27387
H43 -3.29853 1.86320 -4.78630
H44 -3.03590 0.33359 1.58026
H45 1.54302 -0.11555 3.69336

Forces on atoms 1 to 2 (eV/Å):
-0.009 -0.020 0.022
0.061 -0.042 -0.067